Below is a cluster of 2 separate species, C2H2ClO2 in total in a non-equilibrium geometry, with properties calculated with ωB97M-V/def2-TZVPD.

Geometry as XYZ:
```
7
Properties=species:S:1:pos:R:3:forces:R:3
C 1.79810 -0.15225 -0.09767 1.3 -0.8 2.9
C -2.40666 0.39835 0.04650 2.0 3.3 1.3
O -1.99493 1.40321 0.38251 -1.1 -1.9 -0.8
O 0.59146 -0.17569 -0.17431 0.5 0.0 -1.1
Cl -2.83987 -1.01422 -0.35022 -0.6 -1.4 -0.5
H 2.22895 0.17913 0.94963 -0.3 -0.1 -1.9
H 2.62294 -0.63853 -0.75644 -1.7 0.9 0.1
```
Forces are in eV/Å.

Summary:
E_HOMO ... -0.5079 hartree
F_max ... 4.1 eV Å⁻¹
ΔE to the lowest compared entry with this formula, charge and spin ... 21.6 kcal per mole
LUMO energy ... -6.17 eV
Net charge ... +1



Below is a structure of composition C22H21BiBrGeNO3S2, with properties calculated with ωB97M-V/def2-TZVPD.

Geometry as XYZ:
```
52
Properties=species:S:1:pos:R:3:forces:R:3
Bi -0.31274 1.35723 1.89748 0.0 -0.1 0.1
Br -1.92621 -0.90418 3.69847 0.0 0.0 0.0
C -1.16863 -2.25010 2.58245 0.0 -0.1 0.0
C -1.28314 -3.52370 3.06374 0.0 0.1 0.0
C -0.86068 -4.61487 2.28600 0.0 0.0 -0.1
C -0.38546 -4.38793 1.03008 0.0 0.0 0.0
C -0.27424 -3.07418 0.51419 0.0 -0.1 -0.1
C 0.16359 -2.89938 -0.82107 0.0 0.0 0.0
C 0.25189 -1.65272 -1.35471 0.0 -0.1 0.0
C -0.01995 -0.52998 -0.54621 0.0 0.0 0.0
C -0.40772 -0.62681 0.76651 0.0 0.0 -0.1
C -0.61206 -1.93850 1.30720 0.0 0.1 0.1
H -1.72145 -3.68855 4.03801 0.0 0.0 0.0
H -0.94400 -5.61836 2.68162 0.0 0.0 0.0
H -0.08708 -5.21171 0.39316 0.0 0.0 0.0
H 0.40867 -3.78024 -1.40234 0.0 0.0 0.0
H 0.56538 -1.50163 -2.37964 0.0 0.0 0.0
H 0.12132 0.43812 -1.00761 0.0 0.0 0.0
S -0.23129 3.58266 -0.70473 0.0 0.1 0.0
C 0.63026 2.45009 0.08940 0.0 -0.1 0.0
C -2.89069 1.49210 -1.78024 -0.1 0.0 0.0
Ge -3.54142 1.26896 0.04825 0.1 0.0 0.0
C -3.90947 -0.62923 0.39272 0.0 0.0 0.0
C -5.27909 2.19722 0.14250 0.0 0.0 0.0
C -2.41726 2.03020 1.45274 -0.1 0.0 -0.1
H -3.60412 1.01416 -2.45596 0.0 0.0 0.0
H -1.91104 1.05185 -1.94521 0.0 0.0 0.0
H -2.82384 2.54908 -2.03328 0.0 0.0 0.0
H -4.71249 -0.96541 -0.26581 0.0 0.0 0.0
H -4.22892 -0.77536 1.42499 0.0 0.0 0.0
H -3.03381 -1.25045 0.21326 0.0 0.0 0.0
H -5.95066 1.84949 -0.64383 0.0 0.0 0.0
H -5.14127 3.27240 0.02535 0.0 0.0 0.0
H -5.75714 2.01734 1.10626 0.0 0.0 0.0
H -2.94657 1.87625 2.39858 0.0 0.0 0.0
H -2.33071 3.10568 1.28743 0.0 0.0 0.0
O 1.69184 2.21548 -2.64117 0.0 0.0 -0.1
C 2.40932 1.97188 -1.67785 0.0 0.0 0.0
N 1.87551 2.04029 -0.29760 0.0 0.1 0.1
S 2.97324 1.50362 0.86952 0.0 0.0 0.1
O 2.45474 0.32040 1.52325 0.0 0.0 0.0
O 3.29065 2.60069 1.74494 0.0 0.0 0.0
C 4.19405 1.16403 -0.29044 0.0 0.0 0.0
C 5.42463 0.59144 -0.03826 0.0 0.0 0.0
C 6.27420 0.34351 -1.10506 0.0 0.0 0.0
C 5.84725 0.66537 -2.41988 0.1 0.0 0.0
C 4.62120 1.21294 -2.67370 -0.1 0.0 0.0
C 3.73680 1.49247 -1.59660 0.0 -0.1 0.0
H 5.71203 0.33889 0.97473 0.0 0.0 0.0
H 7.24689 -0.09752 -0.93901 0.0 0.0 0.0
H 6.51486 0.46436 -3.25004 0.0 0.0 0.0
H 4.30485 1.44264 -3.68258 0.0 0.0 0.0
```
Forces are in eV/Å.

Summary:
E_HOMO (spin up / spin down) ... -0.0844 / -0.1707 hartree
F_max ... 0.1 eV Å⁻¹
ΔE to the lowest compared entry with this formula, charge and spin ... 0.0 kcal per mole
LUMO energy (spin up / spin down) ... 2.41 / 2.41 eV
Multiplicity ... 2
⟨S²⟩ ... 0.77
Net charge ... -1



Below is a structure of composition C41H40N7O3ReS2Si, with properties calculated with ωB97M-V/def2-TZVPD.

Geometry as XYZ:
```
95
Properties=species:S:1:pos:R:3:forces:R:3
Re -0.07759 -0.26383 -1.11269 0.0 0.4 0.3
C -3.87627 1.16325 -2.32916 0.0 0.0 0.0
O -2.98691 0.10971 -1.97336 0.1 0.0 0.0
C -3.04279 -1.03080 -2.71569 -0.1 -0.1 0.1
C -3.92587 -1.21045 -3.77505 0.1 0.0 0.0
C -3.97197 -2.42275 -4.44829 0.0 0.0 0.0
C -3.14796 -3.46930 -4.07205 0.0 0.0 0.0
C -2.26888 -3.29576 -3.01814 0.1 0.1 -0.1
C -2.19967 -2.08551 -2.34587 0.0 -0.1 0.0
N -1.29074 -1.93319 -1.23520 0.0 0.1 -0.1
N -1.20414 -2.99602 -0.53455 -0.2 0.1 0.1
C -0.51735 -3.09037 0.61964 0.1 0.0 -0.1
C 0.04184 -1.99509 1.31695 0.1 0.1 0.0
O 0.15995 -0.81187 0.79713 -0.1 -0.1 0.1
C 0.47202 -2.16835 2.66388 0.0 -0.1 -0.1
C 0.45862 -3.39874 3.22917 0.0 0.0 0.0
C 0.02252 -4.56137 2.52012 0.0 0.0 0.0
C 0.09310 -5.83709 3.10745 0.0 0.0 0.0
C -0.30640 -6.94675 2.40745 0.0 0.0 0.0
C -0.80775 -6.80065 1.10696 0.0 0.0 0.0
C -0.89952 -5.56124 0.51974 0.0 0.0 0.0
C -0.47863 -4.41643 1.21454 0.0 0.0 0.0
H -4.91348 0.86045 -2.17293 0.0 0.0 0.0
H -3.63190 1.99457 -1.67473 0.0 0.0 0.0
H -3.73001 1.47279 -3.36508 0.0 0.0 0.0
H -4.58799 -0.41260 -4.07560 0.0 0.0 0.0
H -4.66151 -2.54104 -5.27293 0.0 0.0 0.0
H -3.17789 -4.41148 -4.60020 0.0 0.0 0.0
H -1.59819 -4.09011 -2.72491 0.0 0.0 0.0
H 0.82885 -1.29449 3.19107 0.0 0.0 0.0
H 0.79324 -3.52205 4.25254 0.0 0.0 0.0
H 0.47761 -5.92981 4.11556 0.0 0.0 0.0
H -0.24061 -7.92858 2.85524 0.0 0.0 0.0
H -1.12245 -7.67622 0.55463 0.0 0.0 0.0
H -1.29440 -5.45887 -0.48072 0.0 0.0 0.0
S -1.32547 1.78254 -0.06108 0.0 -0.1 -0.1
C -0.20296 2.96974 0.22633 0.3 0.0 0.0
N -0.55445 4.17290 0.65982 -0.1 -0.1 0.0
C 0.43295 5.23812 0.81132 0.1 0.0 0.0
C 1.70622 4.64721 1.34700 -0.1 0.0 0.0
N 2.15066 3.57933 0.45267 0.0 -0.1 0.0
C 3.61417 3.37958 0.33415 0.0 -0.1 0.0
C 4.14987 2.51172 1.44709 0.0 0.0 0.0
C 4.43068 1.16667 1.23478 0.0 0.0 0.0
C 4.86995 0.37050 2.28294 0.0 0.0 0.0
C 5.04526 0.91466 3.54552 0.0 0.0 0.0
C 4.79470 2.26345 3.75911 0.0 0.0 0.0
C 4.34934 3.05620 2.71375 0.0 0.0 0.0
C 1.27552 2.71028 -0.02540 -0.2 0.2 0.0
S 1.76666 1.37579 -0.91054 0.0 -0.1 0.0
C -1.96337 4.49146 0.92697 0.0 0.0 0.0
C -2.47874 3.83675 2.18764 0.0 -0.1 0.0
C -1.75599 3.91627 3.37258 0.0 0.0 0.0
C -2.22807 3.30737 4.52420 0.0 0.0 0.0
C -3.43278 2.61855 4.49935 0.0 0.0 0.0
C -4.16516 2.54957 3.32434 0.0 0.0 0.0
C -3.68580 3.15243 2.17072 0.0 0.0 0.0
H 0.04254 5.97933 1.50480 0.0 0.0 0.0
H 0.60131 5.72539 -0.15386 0.0 0.0 0.0
H 1.55583 4.24088 2.35154 0.0 0.0 0.0
H 2.48508 5.40452 1.39672 0.0 0.0 0.0
H 4.05452 4.37503 0.37595 0.0 0.0 0.0
H 3.82344 2.95398 -0.64463 0.0 0.0 0.0
H 4.31795 0.74165 0.24674 0.0 0.0 0.0
H 5.07722 -0.67714 2.10827 0.0 0.0 0.0
H 5.39451 0.29396 4.35973 0.0 0.0 0.0
H 4.95559 2.69854 4.73627 0.0 0.0 0.0
H 4.17643 4.11309 2.88412 0.0 0.0 0.0
H -2.55927 4.17572 0.06838 0.0 0.0 0.0
H -2.02463 5.57722 0.99965 0.0 0.0 0.0
H -0.81762 4.45975 3.40598 0.0 0.0 0.0
H -1.66214 3.37838 5.44342 0.0 0.0 0.0
H -3.79882 2.13566 5.39527 0.0 0.0 0.0
H -5.10950 2.02262 3.30316 0.0 0.0 0.0
H -4.25214 3.08554 1.24937 0.0 0.0 0.0
O -0.29874 0.24627 -3.01298 0.3 -0.5 -0.2
N -0.89626 1.21048 -3.67763 -0.3 0.0 0.1
C -1.20059 0.84688 -4.88182 0.0 0.2 0.1
C -0.89328 -0.46249 -5.38714 0.0 -0.1 0.0
N -0.63665 -1.51576 -5.76647 0.0 0.0 0.0
C -1.88370 1.79656 -5.70982 0.0 0.0 -0.1
N -2.44487 2.53605 -6.38536 0.0 0.0 0.0
C 1.34619 -3.35800 -2.51558 0.0 0.0 0.0
Si 1.90121 -1.72752 -1.78107 0.1 0.3 0.0
C 2.92257 -0.85105 -3.09480 0.0 -0.1 -0.1
C 2.94447 -2.02131 -0.23777 0.0 0.0 0.0
H 2.24077 -3.91691 -2.80423 0.0 0.0 0.0
H 0.74297 -3.20470 -3.41352 0.0 0.0 0.0
H 0.78496 -3.97508 -1.81357 0.0 0.0 0.0
H 3.94746 -1.22987 -3.07727 0.0 0.0 0.0
H 2.97249 0.23214 -2.99389 0.0 0.0 0.0
H 2.50611 -1.06908 -4.08023 0.0 0.0 0.0
H 3.99608 -2.12779 -0.51507 0.0 0.0 0.0
H 2.64442 -2.94112 0.26958 0.0 0.0 0.0
H 2.86405 -1.20281 0.47956 0.0 0.0 0.0
```
Forces are in eV/Å.

Summary:
E_HOMO (spin up / spin down) ... -0.3667 / -0.3842 hartree
F_max ... 0.6 eV Å⁻¹
LUMO energy (spin up / spin down) ... -4.13 / -4.26 eV
Multiplicity ... 4
⟨S²⟩ ... 3.80
Net charge ... +1



Below is the ion C4H10NO with charge +1 in a non-equilibrium geometry, with properties calculated with ωB97M-V/def2-TZVPD.

Geometry as XYZ:
```
16
Properties=species:S:1:pos:R:3:forces:R:3
C -1.00198 -1.00192 0.83137 6.1 0.5 -2.3
C -0.94958 -0.59112 -0.68597 1.6 -1.2 -0.4
C 0.23730 0.13359 1.05484 -3.7 -1.1 -1.0
C 1.46304 0.52759 -1.15107 -2.6 -2.7 -1.5
N 0.09751 0.53182 -0.46538 -0.5 0.6 0.0
O -0.16054 1.13129 1.84529 -0.5 0.7 1.2
H -1.88349 -0.95147 1.36866 -1.6 0.4 1.1
H -0.40358 -1.91347 1.01299 -1.2 -0.1 -0.2
H -0.40134 -1.32427 -1.35807 -1.1 0.6 0.9
H -1.88503 -0.27521 -1.15911 0.4 0.2 0.1
H 1.26524 -0.22072 1.18974 -0.4 0.1 0.3
H 1.93103 1.44451 -0.98172 0.9 1.3 0.6
H 1.96208 -0.36633 -0.67081 -0.1 1.1 -1.3
H 1.21291 0.45777 -2.27125 0.9 -0.3 1.6
H -0.38026 1.44968 -0.63267 0.7 -0.8 0.7
H -1.10332 0.96826 2.07313 1.0 0.5 0.0
```
Forces are in eV/Å.

Summary:
E_HOMO ... -0.5773 hartree
F_max ... 6.6 eV Å⁻¹
ΔE to the lowest compared entry with this formula, charge and spin ... 47.6 kcal per mole
LUMO energy ... -3.09 eV
SMILES ... C[N@H+]1CC[C@@H]1O
Net charge ... +1



Which value of F_max does entry 4 give?
6.6 eV Å⁻¹



Which formula does entry 1 have?
C2H2ClO2



Which of these has the lowest net charge?
C22H21BiBrGeNO3S2



Among the records above, which one has the lowest net charge?
C22H21BiBrGeNO3S2